# 1
{"formula": "Ca7O24P6Zn", "method": "the ωB97M-V functional and the def2-TZVPD basis", "symbols": ["Ca", "Ca", "Ca", "Ca", "Ca", "Ca", "Ca", "Zn", "P", "O", "O", "O", "O", "P", "O", "O", "O", "O", "P", "O", "O", "O", "O", "P", "O", "O", "O", "O", "P", "O", "O", "O", "O", "P", "O", "O", "O", "O"], "xyz": [[2.491, 0.525, -0.164], [-3.666, 1.138, 0.171], [-0.631, 3.439, -0.616], [1.172, -0.873, 3.355], [-2.402, -1.443, -2.265], [-0.109, 2.406, 2.825], [0.521, 0.843, -3.130], [-0.013, -2.101, 0.248], [3.650, -1.615, 1.403], [3.051, -1.716, 2.866], [2.421, -1.707, 0.443], [4.533, -2.805, 1.232], [4.177, -0.134, 1.169], [0.900, -2.234, -2.911], [1.533, -3.483, -2.543], [-0.580, -2.479, -3.412], [1.648, -1.045, -3.635], [0.842, -1.578, -1.448], [0.803, -4.015, 1.880], [0.712, -3.916, 0.320], [2.168, -4.389, 2.399], [-0.185, -5.020, 2.419], [0.332, -2.484, 2.192], [-0.611, 0.601, 0.196], [-1.376, 1.738, 0.874], [-1.439, -0.635, -0.213], [0.512, 0.064, 1.137], [-0.013, 1.418, -0.975], [-1.518, 4.986, 2.115], [-1.046, 6.056, 3.021], [-1.866, 3.656, 2.892], [-0.344, 4.523, 1.140], [-2.516, 5.490, 1.064], [-2.659, 1.381, -2.853], [-3.343, 1.941, -4.032], [-3.502, 0.489, -1.876], [-2.102, 2.642, -2.105], [-1.546, 0.334, -3.186]], "orbital_gap_ev": 2.24, "homo_ev": -1.22, "total_charge": -2}

---

# 2
{"formula": "C38H33CdNO3P2S3", "method": "the ωB97M-V functional and the def2-TZVPD basis", "symbols": ["Cd", "S", "P", "C", "P", "S", "C", "C", "C", "C", "C", "C", "C", "C", "C", "C", "C", "C", "C", "C", "C", "C", "C", "C", "C", "C", "C", "C", "C", "C", "H", "H", "H", "H", "H", "H", "H", "H", "H", "H", "H", "H", "H", "H", "H", "H", "H", "H", "H", "H", "S", "C", "C", "C", "C", "C", "C", "C", "C", "C", "N", "H", "H", "H", "H", "H", "H", "C", "C", "C", "O", "C", "O", "O", "H", "H", "H", "H", "H", "H", "H"], "xyz": [[-1.351, 0.327, -0.937], [-2.376, 1.280, 1.945], [-0.705, 0.241, 2.041], [0.199, -0.204, 0.627], [1.511, 0.867, 0.306], [1.503, 2.818, 0.040], [2.954, 0.555, 1.436], [3.576, 1.599, 2.107], [4.667, 1.363, 2.922], [5.154, 0.077, 3.075], [4.536, -0.975, 2.414], [3.442, -0.736, 1.604], [2.261, 0.057, -1.168], [3.313, 0.703, -1.803], [3.875, 0.176, -2.953], [3.383, -1.009, -3.479], [2.342, -1.669, -2.843], [1.788, -1.143, -1.688], [0.356, 0.936, 3.360], [0.398, 2.317, 3.515], [1.270, 2.885, 4.424], [2.117, 2.082, 5.171], [2.074, 0.707, 5.021], [1.196, 0.132, 4.123], [-1.116, -1.403, 2.768], [-2.263, -1.581, 3.527], [-2.573, -2.825, 4.046], [-1.746, -3.908, 3.793], [-0.608, -3.741, 3.021], [-0.288, -2.492, 2.523], [3.194, 2.602, 1.972], [5.146, 2.191, 3.429], [6.018, -0.108, 3.703], [4.926, -1.981, 2.526], [2.951, -1.552, 1.088], [3.670, 1.634, -1.384], [4.686, 0.693, -3.450], [3.809, -1.417, -4.388], [1.954, -2.594, -3.255], [0.971, -1.649, -1.190], [-0.265, 2.930, 2.917], [1.288, 3.958, 4.563], [2.819, 2.528, 5.864], [2.728, 0.075, 5.610], [1.156, -0.943, 4.008], [-2.913, -0.731, 3.687], [-3.464, -2.960, 4.648], [-1.992, -4.884, 4.194], [0.036, -4.589, 2.821], [0.603, -2.339, 1.928], [-4.255, -3.483, -1.189], [-2.738, -3.966, -0.540], [-1.823, -2.961, -0.547], [-2.291, -1.723, -1.066], [-3.590, -1.832, -1.439], [-4.431, -0.795, -1.972], [-5.661, -1.066, -2.584], [-6.434, -0.014, -3.031], [-5.959, 1.279, -2.879], [-4.707, 1.456, -2.301], [-3.976, 0.457, -1.851], [-2.623, -4.979, -0.188], [-0.826, -3.117, -0.165], [-5.983, -2.091, -2.695], [-7.397, -0.201, -3.493], [-6.538, 2.131, -3.204], [-4.264, 2.437, -2.199], [0.836, 2.898, -3.575], [-0.279, 1.914, -3.920], [-0.424, 1.742, -5.432], [-0.013, 0.639, -3.330], [-1.604, 2.502, -3.279], [-2.326, 3.166, -4.026], [-1.754, 2.294, -2.061], [1.797, 2.566, -3.982], [0.924, 2.983, -2.491], [0.596, 3.881, -3.974], [0.548, 1.568, -5.900], [-0.878, 2.634, -5.851], [-1.075, 0.892, -5.635], [0.935, 0.487, -3.431]], "relative_energy_kcal_mol": 7.9, "orbital_gap_ev": 5.97, "homo_ev": -1.75, "total_charge": -2}

---

# 3
{"formula": "CH23O14", "method": "the ωB97M-V functional and the def2-TZVPD basis", "symbols": ["C", "O", "O", "O", "H", "O", "H", "H", "O", "H", "H", "O", "H", "H", "O", "H", "H", "O", "H", "H", "O", "H", "H", "O", "H", "H", "O", "H", "H", "O", "H", "H", "O", "H", "H", "O", "H", "H"], "xyz": [[-0.055, 0.006, -0.326], [0.714, -0.923, -0.566], [-1.188, 0.076, -1.050], [0.159, 0.929, 0.513], [-1.155, -0.721, -1.630], [0.504, -0.445, 2.720], [0.422, -1.282, 2.227], [0.493, 0.279, 2.067], [1.611, 0.301, -2.917], [1.165, -0.008, -2.135], [1.610, 1.235, -2.706], [3.445, -0.179, -0.307], [3.614, -1.007, -0.797], [2.521, -0.293, -0.142], [-1.769, -3.488, -0.955], [-1.717, -2.806, -0.289], [-2.385, -4.119, -0.607], [0.427, 4.368, 1.279], [0.141, 3.955, 2.045], [0.977, 3.775, 0.756], [-0.664, 3.306, -1.476], [-0.984, 2.585, -0.953], [-0.848, 4.074, -0.941], [-2.793, -1.562, 1.530], [-2.003, -2.042, 1.716], [-2.568, -0.707, 1.178], [-2.269, 1.179, 1.586], [-2.810, 1.879, 1.283], [-1.470, 1.111, 1.053], [-0.206, -2.650, 1.362], [-0.194, -3.586, 1.703], [0.345, -2.571, 0.568], [0.691, -2.922, -2.106], [0.721, -2.103, -1.600], [-0.230, -3.144, -2.021], [2.179, 2.696, 0.233], [2.091, 2.799, -0.708], [1.480, 2.004, 0.414]], "relative_energy_kcal_mol": 34.6, "orbital_gap_ev": 9.75, "homo_ev": -7.26, "total_charge": -1}

---

# 4
{"formula": "C3H5NO3", "method": "the ωB97M-V functional and the def2-TZVPD basis", "symbols": ["N", "C", "O", "C", "O", "C", "O", "H", "H", "H", "H", "H"], "xyz": [[0.429, 0.131, 1.720], [-0.543, 0.590, 0.880], [-1.084, 1.673, 0.983], [-0.978, -0.408, -0.202], [-0.500, -0.021, -1.500], [0.814, -0.129, -1.693], [1.618, -0.498, -0.873], [1.079, -0.542, 1.337], [0.827, 0.828, 2.335], [-0.658, -1.430, 0.019], [-2.064, -0.362, -0.284], [1.061, 0.167, -2.721]], "relative_energy_kcal_mol": 16.3, "orbital_gap_ev": 10.90, "smiles": "NC(=O)COC=O", "homo_ev": -10.08, "total_charge": 0}

---

# 5
{"formula": "C64H64BF4N8O4Pd", "method": "the ωB97M-V functional and the def2-TZVPD basis", "symbols": ["Pd", "C", "C", "C", "C", "C", "O", "N", "C", "C", "C", "C", "C", "C", "C", "C", "C", "C", "C", "N", "C", "C", "C", "C", "C", "C", "C", "N", "C", "C", "C", "C", "C", "C", "N", "C", "C", "C", "C", "C", "C", "N", "C", "O", "C", "C", "C", "C", "C", "C", "C", "C", "C", "C", "C", "C", "N", "C", "O", "C", "C", "C", "C", "N", "C", "C", "C", "C", "C", "C", "N", "C", "O", "C", "C", "C", "C", "H", "H", "H", "H", "H", "H", "H", "H", "H", "H", "H", "H", "H", "H", "H", "H", "H", "H", "H", "H", "H", "H", "H", "H", "H", "H", "H", "H", "H", "H", "H", "H", "H", "H", "H", "H", "H", "H", "H", "H", "H", "H", "H", "H", "H", "H", "H", "H", "H", "H", "H", "H", "H", "H", "H", "H", "H", "H", "H", "H", "H", "H", "H", "H", "F", "B", "F", "F", "F"], "xyz": [[-1.182, -1.424, -0.687], [-3.776, 3.563, 5.772], [-3.063, 2.227, 5.492], [-3.908, 1.010, 5.892], [-1.781, 2.198, 6.331], [-2.642, 2.213, 4.014], [-1.504, 2.489, 3.694], [-3.511, 1.900, 2.963], [-4.822, 1.389, 2.800], [-5.938, 1.902, 3.455], [-7.205, 1.392, 3.218], [-7.395, 0.372, 2.300], [-6.301, -0.117, 1.606], [-5.020, 0.375, 1.848], [-3.884, -0.200, 1.067], [-3.001, -1.057, 1.742], [-3.193, -1.496, 3.088], [-2.178, -2.347, 3.363], [-1.365, -2.432, 2.172], [-1.870, -1.646, 1.210], [-0.241, -3.306, 2.040], [0.409, -3.533, 0.847], [1.603, -4.389, 0.714], [2.017, -4.296, -0.542], [1.101, -3.381, -1.224], [1.244, -3.013, -2.520], [0.390, -2.099, -3.203], [-0.666, -1.429, -2.654], [-1.115, -0.580, -3.598], [-2.156, 0.382, -3.381], [-2.969, 0.425, -2.268], [-4.081, 1.378, -2.108], [-4.582, 1.188, -0.887], [-3.779, 0.140, -0.263], [-2.863, -0.345, -1.165], [-2.292, 1.462, -4.380], [-2.796, 1.249, -5.644], [-2.903, 2.302, -6.556], [-2.491, 3.606, -6.199], [-1.964, 3.850, -4.968], [-1.832, 2.785, -4.028], [-1.325, 2.912, -2.810], [-0.702, 3.950, -1.992], [-1.035, 3.903, -0.848], [0.355, 4.898, -2.537], [-0.313, 6.247, -2.897], [1.136, 4.284, -3.710], [1.346, 5.144, -1.389], [-0.348, -0.730, -4.806], [0.578, -1.692, -4.561], [2.390, -3.578, -3.298], [2.153, -4.728, -4.042], [3.152, -5.315, -4.799], [4.403, -4.732, -4.800], [4.660, -3.581, -4.068], [3.667, -2.963, -3.303], [3.835, -1.770, -2.568], [4.878, -0.941, -2.099], [4.549, -0.009, -1.401], [6.347, -1.194, -2.441], [6.572, -0.977, -3.953], [7.187, -0.151, -1.699], [6.768, -2.582, -1.921], [0.111, -2.957, -0.339], [0.259, -3.939, 3.286], [0.149, -5.312, 3.494], [0.518, -5.879, 4.705], [1.010, -5.071, 5.720], [1.167, -3.708, 5.511], [0.807, -3.142, 4.295], [1.025, -1.766, 4.047], [1.705, -1.306, 2.931], [2.178, -2.083, 2.122], [1.688, 0.206, 2.710], [1.748, 1.004, 4.018], [0.352, 0.464, 1.987], [2.851, 0.587, 1.798], [-4.150, 3.571, 6.799], [-4.612, 3.750, 5.101], [-3.072, 4.389, 5.655], [-3.974, 0.972, 6.981], [-3.428, 0.086, 5.555], [-4.921, 1.030, 5.502], [-2.034, 2.369, 7.380], [-1.083, 2.964, 6.004], [-1.284, 1.227, 6.247], [-2.959, 1.864, 2.116], [-5.829, 2.726, 4.140], [-8.053, 1.808, 3.749], [-8.383, -0.034, 2.119], [-6.426, -0.910, 0.876], [-4.013, -1.206, 3.728], [-2.002, -2.899, 4.274], [2.051, -4.936, 1.528], [2.873, -4.762, -1.005], [-4.405, 2.092, -2.854], [-5.393, 1.715, -0.406], [-3.136, 0.256, -5.908], [-3.318, 2.117, -7.539], [-2.594, 4.420, -6.904], [-1.657, 4.851, -4.705], [-1.448, 2.077, -2.222], [-1.301, 6.146, -3.351], [0.328, 6.798, -3.587], [-0.444, 6.846, -1.996], [0.526, 4.068, -4.586], [1.618, 3.355, -3.396], [1.913, 4.985, -4.013], [0.829, 5.485, -0.495], [2.059, 5.910, -1.701], [1.893, 4.231, -1.142], [-0.477, -0.162, -5.713], [1.329, -2.078, -5.232], [1.161, -5.166, -4.018], [2.953, -6.211, -5.374], [5.206, -5.173, -5.379], [5.653, -3.176, -4.107], [2.982, -1.415, -2.154], [6.638, 0.093, -4.157], [5.772, -1.367, -4.578], [7.514, -1.436, -4.262], [6.896, 0.858, -1.987], [8.243, -0.302, -1.943], [7.056, -0.238, -0.621], [6.090, -3.384, -2.200], [6.813, -2.559, -0.830], [7.765, -2.829, -2.294], [-0.262, -5.932, 2.702], [0.413, -6.946, 4.857], [1.302, -5.506, 6.668], [1.589, -3.080, 6.287], [0.860, -1.118, 4.798], [0.827, 0.913, 4.605], [1.855, 2.063, 3.777], [2.605, 0.712, 4.632], [-0.499, 0.257, 2.643], [0.283, -0.161, 1.097], [0.286, 1.506, 1.675], [3.810, 0.425, 2.297], [2.769, 1.642, 1.526], [2.835, 0.002, 0.880], [1.357, 0.016, -0.996], [0.700, 1.264, -1.043], [0.546, 1.674, -2.393], [1.316, 2.222, -0.276], [-0.671, 1.028, -0.527]], "multiplicity": 5, "orbital_gap_ev": [4.97, 4.55], "homo_ev": [-8.33, -10.19], "s2": 6.074, "total_charge": 1}

---

# 6
{"formula": "C28H29N3O7", "method": "the ωB97M-V functional and the def2-TZVPD basis", "symbols": ["C", "O", "C", "C", "C", "C", "N", "C", "O", "C", "C", "C", "O", "N", "C", "C", "C", "C", "O", "C", "C", "C", "C", "O", "N", "C", "C", "C", "C", "C", "O", "C", "C", "O", "C", "C", "C", "C", "H", "H", "H", "H", "H", "H", "H", "H", "H", "H", "H", "H", "H", "H", "H", "H", "H", "H", "H", "H", "H", "H", "H", "H", "H", "H", "H", "H", "H"], "xyz": [[-4.768, -4.100, -0.445], [-4.828, -2.922, 0.324], [-3.654, -2.346, 0.723], [-2.389, -2.787, 0.360], [-1.261, -2.111, 0.794], [-1.383, -0.983, 1.591], [-0.277, -0.224, 2.015], [0.913, -0.104, 1.372], [1.289, -0.844, 0.488], [1.737, 1.098, 1.827], [1.313, 2.338, 0.997], [-0.209, 2.419, 1.076], [-0.861, 2.647, 2.068], [-0.667, 2.063, -0.154], [-2.019, 1.753, -0.444], [-2.315, 0.629, -1.199], [-3.631, 0.267, -1.420], [-4.665, 1.024, -0.877], [-5.987, 0.748, -1.009], [-6.365, -0.451, -1.647], [-4.354, 2.165, -0.134], [-3.044, 2.530, 0.080], [0.393, 1.950, -1.090], [0.264, 1.736, -2.266], [1.538, 2.186, -0.411], [2.817, 2.391, -1.059], [3.828, 1.336, -0.698], [4.945, 1.630, 0.065], [5.831, 0.623, 0.391], [5.628, -0.695, -0.010], [6.603, -1.552, 0.406], [6.509, -2.940, 0.182], [4.488, -0.999, -0.781], [4.286, -2.293, -1.175], [3.040, -2.626, -1.748], [3.620, 0.030, -1.118], [-2.653, -0.552, 1.974], [-3.774, -1.224, 1.544], [-5.803, -4.396, -0.612], [-4.245, -4.900, 0.086], [-4.282, -3.927, -1.411], [-2.259, -3.656, -0.264], [-0.286, -2.456, 0.498], [-0.517, 0.492, 2.690], [1.570, 1.313, 2.882], [2.793, 0.893, 1.648], [1.807, 3.232, 1.391], [-1.516, 0.034, -1.612], [-3.836, -0.613, -2.007], [-7.453, -0.474, -1.604], [-5.963, -1.322, -1.121], [-6.046, -0.468, -2.694], [-5.165, 2.749, 0.271], [-2.813, 3.405, 0.667], [3.193, 3.384, -0.784], [2.611, 2.371, -2.133], [5.130, 2.639, 0.402], [6.712, 0.828, 0.979], [5.618, -3.365, 0.649], [7.399, -3.362, 0.649], [6.507, -3.180, -0.883], [3.036, -3.713, -1.817], [2.936, -2.202, -2.752], [2.215, -2.288, -1.117], [2.744, -0.176, -1.710], [-2.756, 0.327, 2.592], [-4.760, -0.890, 1.824]], "relative_energy_kcal_mol": 0.0, "orbital_gap_ev": 8.56, "smiles": "COc1ccc(NC(=O)C[C@@H]2C(=O)N(c3ccc(OC)cc3)C(=O)N2Cc2ccc(OC)c(OC)c2)cc1", "homo_ev": -7.93, "total_charge": 0}

---

# 7
{"formula": "C4H7O4", "method": "the ωB97M-V functional and the def2-TZVPD basis", "symbols": ["H", "C", "O", "C", "C", "C", "O", "O", "O", "H", "H", "H", "H", "H", "H"], "xyz": [[0.492, 1.451, 1.254], [-0.485, 1.295, 0.697], [-1.402, 2.082, 0.659], [-0.370, -0.118, 0.046], [-1.420, -0.449, -0.992], [1.087, -0.141, -0.429], [1.772, -0.326, 0.857], [3.005, 0.199, 0.862], [-0.588, -1.037, 1.131], [-1.440, 0.281, -1.807], [-1.172, -1.436, -1.414], [-2.418, -0.501, -0.528], [1.276, -1.031, -1.051], [1.405, 0.795, -0.918], [0.255, -1.064, 1.635]], "multiplicity": 2, "relative_energy_kcal_mol": 0.0, "orbital_gap_ev": [10.50, 8.25], "homo_ev": [-9.76, -9.79], "s2": 0.754, "total_charge": 0}

---

# 8
{"formula": "C3H39O18", "method": "the ωB97M-V functional and the def2-TZVPD basis", "symbols": ["C", "O", "C", "C", "O", "H", "H", "H", "H", "H", "H", "H", "H", "H", "O", "H", "H", "O", "H", "H", "O", "H", "H", "O", "H", "H", "O", "H", "H", "O", "H", "H", "O", "H", "H", "O", "H", "H", "O", "H", "H", "O", "H", "H", "O", "H", "H", "O", "H", "H", "O", "H", "H", "O", "H", "H", "O", "H", "H", "O"], "xyz": [[0.941, 0.624, -1.397], [1.558, 1.854, -1.909], [0.994, 0.663, 0.104], [-0.270, 0.036, 0.747], [-0.234, 0.667, 2.006], [-0.052, 0.632, -1.943], [1.416, -0.257, -1.870], [0.885, 1.698, 0.474], [1.975, 0.268, 0.364], [-1.174, 0.285, 0.196], [-0.077, -1.057, 0.915], [-0.640, 1.635, 1.878], [2.313, 3.432, -0.021], [3.174, 2.650, -0.979], [3.243, 3.220, -0.205], [-3.456, -0.019, -0.284], [-3.761, 0.897, 0.889], [-3.912, 0.811, -0.041], [-1.693, 2.175, -2.937], [-2.908, 1.576, -2.238], [-2.446, 1.599, -3.091], [-3.129, -0.638, -3.492], [-2.183, -1.384, -2.455], [-3.068, -0.981, -2.616], [2.281, 2.112, 3.229], [1.288, 0.887, 3.357], [2.199, 1.204, 3.549], [3.839, -0.856, 0.312], [2.940, -1.983, 0.715], [3.604, -1.769, 0.058], [-1.074, -3.365, -1.215], [-0.891, -3.861, 0.293], [-1.440, -3.287, -0.292], [-0.266, -2.121, -3.733], [0.412, -2.142, -2.335], [-0.270, -2.572, -2.859], [2.970, 0.858, 1.733], [3.698, 1.850, 0.716], [3.816, 1.029, 1.266], [0.235, 4.445, -0.928], [1.024, 2.686, -1.432], [0.436, 3.618, -0.516], [-1.471, -0.033, -4.388], [0.085, -0.095, -4.523], [-0.719, -0.616, -4.503], [0.987, -0.894, 3.193], [2.436, -1.132, 3.314], [1.600, -1.586, 3.387], [-3.919, -2.185, -0.407], [-2.557, -2.309, 0.170], [-3.393, -1.740, 0.259], [-0.296, 3.191, 0.437], [-1.764, 2.485, 0.999], [-1.016, 2.966, 1.356], [-2.002, -1.695, 2.473], [-0.833, -0.879, 3.087], [-1.305, -1.746, 3.110], [-0.313, -3.422, 2.420], [0.845, -3.238, 1.462], [0.169, -3.904, 1.696]], "relative_energy_kcal_mol": 74.5, "orbital_gap_ev": 9.07, "homo_ev": -6.72, "total_charge": -1}

---

Ordered E_tot results: -282396.937, -103225.282, -30079.450, -10824.981, -102544.774, -48310.216, -12446.470, -40601.752; unit eV.